Molecular formula: C9H14BF2NRhSSe2
Method: DFT, ωB97M-V/def2-TZVPD

XYZ file:
```
31
C9H14BF2NRhSSe2, DFT ωB97M-V/def2-TZVPD
Rh -1.0111 0.2742 -1.1349
C 1.1997 -0.8198 3.1795
Se 1.3435 -1.1625 1.2756
C 0.1608 -2.7324 1.2012
C -1.3114 -2.3819 1.2779
Se -2.0381 -1.8632 -0.4806
C -3.7355 -1.1861 0.2043
H 1.7226 -1.5980 3.7301
H 0.1533 -0.7824 3.4725
H 1.6687 0.1411 3.3734
H 0.4599 -3.3674 2.0334
H 0.4029 -3.2395 0.2676
H -1.4954 -1.5615 1.9720
H -1.8972 -3.2427 1.5991
H -3.5432 -0.4498 0.9794
H -4.3288 -2.0085 0.5961
H -4.2584 -0.7198 -0.6260
S 0.1949 1.0113 0.8438
C 1.2866 1.4196 -0.4697
C 2.3063 2.3510 -0.3586
C 3.0600 2.6319 -1.4891
C 2.7826 1.9663 -2.6749
C 1.7442 1.0530 -2.7059
N 1.0121 0.7810 -1.6234
H 2.4823 2.8475 0.5849
H 3.8463 3.3733 -1.4437
H 3.3682 2.1518 -3.5639
H 1.4923 0.5168 -3.6112
F -1.4945 2.8805 -2.4602
B -2.1266 1.8239 -1.9603
F -3.4469 1.8922 -1.9879
```

## Properties
gap between HOMO and LUMO (alpha / beta): 4.70 / 4.27 eV
2S+1: 1
E_HOMO (alpha / beta): -10.1 / -9.7 eV
energy above the lowest of the compared OMol25 structures with the same formula, charge and spin: 562.2 kJ/mol
net charge: +1
LUMO energy (alpha / beta): -5.39 / -5.46 eV

Molecular formula: C9H14Br2FNO4Zn
Method: DFT, ωB97M-V/def2-TZVPD

XYZ file:
```
32
C9H14Br2FNO4Zn, DFT ωB97M-V/def2-TZVPD
C -3.1554 -1.4894 0.1915
C -2.1499 -2.8024 -0.0521
O -0.7329 -2.4314 -0.1887
C -0.3855 -2.0592 -1.5688
C 0.8673 -1.0013 -1.5800
O 1.3493 -0.5885 -0.2525
C 0.8432 0.7498 0.1276
F -0.6623 0.6338 0.0806
O 1.3036 1.8469 -0.7369
C 0.1896 2.5831 -1.3536
N -0.7404 3.5598 -0.6623
O 0.0097 2.4065 -2.6916
C 1.1861 0.9985 1.7458
Br -0.3695 1.1055 3.0614
C 2.5811 1.1145 2.2848
C 3.8548 1.0026 1.2583
Br 3.0016 1.3727 4.2569
H -3.1227 -0.7381 -0.7260
H -2.8252 -0.9675 1.1973
H -4.2480 -1.9392 0.3465
H -2.4778 -3.3407 -1.0540
H -2.2736 -3.5528 0.8581
H -1.3316 -1.4723 -1.9994
H -0.2087 -2.9746 -2.2922
H 1.7795 -1.5682 -2.0994
H 0.5597 -0.1143 -2.2898
H -0.7453 4.4895 -1.1390
H -0.3807 3.6291 0.3242
H 3.9467 -0.0472 0.7091
H 4.8783 1.3033 1.7927
H 3.6955 1.8456 0.4286
Zn -4.2365 -1.5543 2.0228
```

## Properties
gap between HOMO and LUMO: 2.35 eV
2S+1: 1
E_HOMO: -14.7 eV
energy above the lowest of the compared OMol25 structures with the same formula, charge and spin: 824.9 kJ/mol
net charge: +2
LUMO energy: -12.37 eV

Molecular formula: C9H14Cl2NSSiZr
Method: DFT, ωB97M-V/def2-TZVPD

XYZ file:
```
29
C9H14Cl2NSSiZr, DFT ωB97M-V/def2-TZVPD
Zr -0.3103 0.1196 -0.1655
Cl -0.0927 -1.0693 2.1987
C 1.7157 -1.2468 2.0960
Cl 2.2475 -0.5441 0.5285
H 1.9411 -2.3100 2.0983
H 2.1483 -0.6652 2.9059
C -4.1763 2.9962 -5.0163
Si -4.0209 2.1666 -3.3708
C -4.4512 3.2850 -1.9492
C -4.8041 0.4807 -3.3298
C -2.0660 1.8278 -3.1824
C -1.1677 2.2166 -4.2007
C 0.2142 2.0116 -4.1371
C 0.7536 1.4004 -3.0345
N -0.0660 1.0059 -2.0248
C -1.4254 1.2256 -2.1236
S -2.4348 0.6417 -0.6797
H -5.2372 3.2099 -5.1795
H -3.8683 2.3739 -5.8593
H -3.6687 3.9613 -5.0779
H -5.5040 3.5660 -2.0459
H -3.8800 4.2148 -1.9736
H -4.3511 2.8389 -0.9575
H -5.8770 0.6014 -3.5055
H -4.7151 -0.0523 -2.3809
H -4.4308 -0.1626 -4.1286
H -1.5737 2.7017 -5.0819
H 0.8608 2.3285 -4.9452
H 1.8115 1.2082 -2.9145
```

## Properties
gap between HOMO and LUMO: 5.31 eV
2S+1: 1
E_HOMO: -19.3 eV
energy above the lowest of the compared OMol25 structures with the same formula, charge and spin: 44.7 kJ/mol
net charge: +3
LUMO energy: -14.04 eV

Molecular formula: C9H14ClN4
Method: DFT, ωB97M-V/def2-TZVPD

XYZ file:
```
28
C9H14ClN4, DFT ωB97M-V/def2-TZVPD
C -2.7264 -1.1038 3.1372
C -1.8332 -1.8567 2.3150
C -1.1499 -0.9141 1.5159
C -0.2192 -1.1199 0.4781
C 0.6125 -0.0926 -2.5622
C 0.6885 1.2239 -1.7240
C 1.3352 -0.0741 -1.3085
C 1.7808 2.2432 -2.1064
C -1.1937 1.5559 1.4445
N -2.5104 0.1421 2.9162
N -1.5685 0.3148 1.9782
N 2.5823 -0.2457 -0.8281
N -0.1276 -2.3429 0.0225
Cl -1.8425 -3.6020 2.1755
H -3.2783 -1.5152 3.9547
H -0.4228 -0.4757 -2.4937
H 1.0433 -0.1864 -3.5500
H -0.1694 1.6939 -1.3234
H 1.4114 2.9988 -2.8242
H 2.6463 1.6663 -2.6535
H 2.2753 2.7626 -1.3316
H -0.7162 1.4369 0.5576
H -2.0810 2.1707 1.4053
H -0.3980 2.1752 2.0355
H 2.6973 -0.2069 0.2142
H 3.2037 -0.9394 -1.2407
H 0.6262 -2.5787 -0.6830
H -0.6657 -3.1301 0.4788
```

## Properties
gap between HOMO and LUMO: 7.90 eV
2S+1: 1
E_HOMO: -12.3 eV
energy above the lowest of the compared OMol25 structures with the same formula, charge and spin: 302.8 kJ/mol
net charge: +1
LUMO energy: -4.43 eV

Molecular formula: C9H14F8O3PZr
Method: DFT, ωB97M-V/def2-TZVPD

XYZ file:
```
36
C9H14F8O3PZr, DFT ωB97M-V/def2-TZVPD
F 3.7184 -2.6337 -0.4436
C 2.8319 -1.6484 0.0120
F 2.8163 -1.5092 1.4029
C 3.1065 -0.2659 -0.7684
F 4.2440 -0.5306 -1.5650
F 2.0827 0.0226 -1.7186
C 3.5022 0.9580 0.1541
F 3.9585 2.0055 -0.6733
F 4.6201 0.6229 0.9479
C 2.3863 1.5404 1.1227
F 2.3638 2.9472 0.9497
F 2.7822 1.3426 2.4538
C 0.8990 1.0416 0.9135
O 0.3264 1.7829 -0.2071
C -1.0775 1.9940 -0.0491
C -1.9349 1.5501 -1.3589
C -2.6205 0.1146 -1.1933
C -1.5107 -1.0499 -0.9265
O -1.3884 -1.5599 0.4358
P -3.0254 -1.2798 1.0574
O -3.5224 -0.0206 -0.0337
H 1.7918 -2.0105 -0.3053
H 0.7680 -0.0823 0.8027
H 0.3312 1.3214 1.8749
H -1.2635 3.1279 0.0353
H -1.5476 1.4775 0.8430
H -2.7591 2.3360 -1.4796
H -1.3062 1.6248 -2.3114
H -3.2633 -0.2399 -2.0688
H -1.8501 -1.9966 -1.5303
H -0.4736 -0.7885 -1.3514
H -2.7275 -2.4430 1.9224
H -2.5799 -0.4056 2.1247
H -4.3652 -1.4395 1.5978
H -3.4525 -2.2851 0.0823
Zr -1.8609 -3.6212 -0.7486
```

## Properties
gap between HOMO and LUMO: 2.87 eV
2S+1: 1
E_HOMO: -20.0 eV
net charge: +3
LUMO energy: -17.11 eV

Molecular formula: C9H14FN2OS2
Method: DFT, ωB97M-V/def2-TZVPD

XYZ file:
```
29
C9H14FN2OS2, DFT ωB97M-V/def2-TZVPD
C 2.6070 -1.1940 -0.1059
O 1.9659 -0.7935 -1.3173
C 1.6655 0.5419 -1.3866
N 0.4875 0.9124 -0.5402
C -0.6758 0.3171 -0.5458
C -1.0087 -0.8317 -1.4384
C -1.1978 -2.2151 -0.7682
C -1.8006 -2.2586 0.6239
F 0.0212 -2.8702 -0.7622
S -1.8137 1.0117 0.5445
C -0.7816 2.5383 0.6830
N -0.8432 3.2253 1.9427
C -1.2378 2.7135 2.9768
S -1.6462 2.1302 4.3480
C 0.6281 2.0631 0.3553
H 2.1389 -0.7312 0.7677
H 2.5092 -2.2722 -0.0370
H 3.6662 -0.9298 -0.1308
H 2.4904 1.1569 -1.0170
H 1.4478 0.7823 -2.4264
H -1.9085 -0.5892 -2.0054
H -0.1982 -0.9508 -2.1543
H -1.8505 -2.7798 -1.4354
H -2.3235 -3.2064 0.7464
H -2.5372 -1.4767 0.7938
H -1.0202 -2.2412 1.3850
H -1.1627 3.2209 -0.0737
H 1.2777 1.8734 1.2098
H 1.1009 2.8534 -0.2324
```

## Properties
gap between HOMO and LUMO: 8.70 eV
2S+1: 1
E_HOMO: -12.9 eV
net charge: +1
LUMO energy: -4.21 eV

Molecular formula: C9H14N2O
Method: DFT, ωB97M-V/def2-TZVPD

XYZ file:
```
26
C9H14N2O, DFT ωB97M-V/def2-TZVPD
C -2.9045 0.7649 1.2732
C -1.6501 1.1224 0.9374
C -0.4755 0.1706 1.1005
C 0.5934 0.7165 2.0624
N 1.9289 0.5108 1.4100
C 2.1757 -0.9097 1.0183
C 1.0727 -1.2956 -0.0362
C 0.1345 -0.0854 -0.3262
C 0.9780 1.1772 -0.7417
C 2.0241 1.4141 0.3525
N 2.8970 2.4134 0.3188
O 2.9498 3.3591 -0.7458
H -3.7254 1.4621 1.0735
H -3.1036 -0.1747 1.7533
H -1.4978 2.1140 0.5446
H -0.8692 -0.7596 1.4831
H 0.4161 1.7717 2.3141
H 0.4940 0.2352 3.0327
H 2.0859 -1.5758 1.8597
H 3.2028 -1.0406 0.6240
H 1.6174 -1.6450 -0.8913
H 0.4576 -2.1426 0.3000
H -0.6368 -0.2743 -1.0888
H 0.3604 2.0694 -0.9245
H 1.4629 1.0742 -1.6714
H 3.7705 3.2862 -1.2737
```

## Properties
gap between HOMO and LUMO: 9.49 eV
2S+1: 1
SMILES: C=C[C@@H]1CN2CC[C@@H]1C/C2=N\O
E_HOMO: -8.6 eV
energy above the lowest of the compared OMol25 structures with the same formula, charge and spin: 321.8 kJ/mol
LUMO energy: 0.91 eV

Molecular formula: C9H14N2O
Method: DFT, ωB97M-V/def2-TZVPD

XYZ file:
```
26
C9H14N2O, DFT ωB97M-V/def2-TZVPD
C -1.7091 -1.7868 -2.1829
C -1.1397 -2.9106 -0.1109
C -2.5713 -2.8285 -2.4165
C -1.8450 -3.9352 -0.5246
C -1.0458 -1.7299 -0.9549
C 2.4686 1.3492 0.5845
C 0.4957 2.8193 -0.0077
C 0.4883 1.4651 2.1231
C 1.0441 1.8220 0.8224
N -2.6552 -3.8856 -1.6108
N -0.6014 -0.5408 -0.4286
O 0.3538 0.0524 -0.7593
H -1.4926 -0.8924 -2.8016
H -0.5308 -2.9799 0.8023
H -3.2549 -2.7991 -3.1753
H -1.9249 -4.7501 0.0728
H 3.0143 1.9971 -0.1667
H 2.9191 1.1182 1.5304
H 2.3852 0.2697 0.2243
H -0.5824 3.0022 0.1473
H 0.9538 2.4563 -0.9097
H 0.8559 3.8012 0.3697
H -0.5500 1.5418 2.1670
H 0.8620 0.7488 2.7090
H 0.8403 2.3464 2.6450
H -3.3439 -4.6622 -1.8241
```

## Properties
gap between HOMO and LUMO (alpha / beta): 8.54 / 8.54 eV
2S+1: 1
E_HOMO (alpha / beta): -17.3 / -17.3 eV
energy above the lowest of the compared OMol25 structures with the same formula, charge and spin: 112.3 kJ/mol
net charge: +2
LUMO energy (alpha / beta): -8.80 / -8.80 eV

Molecular formula: C9H14N2O2
Method: DFT, ωB97M-V/def2-TZVPD

XYZ file:
```
27
C9H14N2O2, DFT ωB97M-V/def2-TZVPD
O 0.2906 -1.1999 -2.4608
C 0.5680 -1.2314 -1.2707
C 2.0973 -1.2853 -0.9865
C 2.4040 -1.1735 0.3072
N 1.4585 -1.2571 1.3612
C 0.1212 -1.6521 1.1961
O -0.6683 -1.9462 2.0401
N -0.3362 -1.4147 -0.1884
H 2.7001 -1.5142 -2.0084
H 3.4752 -1.1280 0.6495
H 1.7893 -1.3428 2.3659
H -1.3329 -1.9587 -0.2755
C -1.2221 2.5851 1.1567
C 0.1099 2.4607 0.3869
C -0.1959 1.9590 -1.1209
C -1.8223 1.5853 -1.0352
C -2.1296 1.6821 0.4766
H -1.3268 2.2482 2.2906
H -1.6229 3.5091 1.1045
H 0.6848 1.7174 0.9759
H 0.5578 3.4712 0.4576
H 0.3178 1.0249 -1.5193
H -0.1282 2.8792 -1.8932
H -1.9386 0.6086 -1.4553
H -2.4910 2.1229 -1.6308
H -1.9191 0.7402 0.8455
H -3.1844 1.9141 0.5876
```

## Properties
gap between HOMO and LUMO: 10.17 eV
2S+1: 1
SMILES: O=c1cc[nH]c(=O)[nH]1.C1CCCC1
E_HOMO: -9.7 eV
energy above the lowest of the compared OMol25 structures with the same formula, charge and spin: 258.7 kJ/mol
LUMO energy: 0.47 eV

Molecular formula: C9H14N2O3S
Method: DFT, ωB97M-V/def2-TZVPD

XYZ file:
```
29
C9H14N2O3S, DFT ωB97M-V/def2-TZVPD
C 0.6410 -3.5616 0.6371
C 0.7005 -2.2090 -0.0702
C 1.0733 -2.0819 -1.4236
C 0.8947 -0.9473 -2.1081
C 0.4662 0.1955 -1.4631
C 0.2422 0.1961 -0.0905
C -0.1871 1.7351 0.6371
N 1.0635 2.3493 0.9807
N -1.2866 1.6795 1.4459
S -0.8635 2.6654 -1.0604
O -1.7785 3.6567 -0.5854
O 0.1205 3.3571 -1.9155
O -1.9484 1.6486 -1.9757
C 0.3079 -1.0315 0.6034
C -0.0193 -1.1157 2.0647
H 1.2557 -3.4730 1.5233
H -0.3453 -3.6157 1.0508
H 0.8524 -4.2935 -0.1989
H 1.1614 -3.0402 -1.8730
H 0.9465 -0.8819 -3.2521
H 0.2551 1.1544 -2.0760
H 1.8771 1.9770 0.3360
H 1.0410 3.4026 0.9269
H -1.7441 2.5628 1.5892
H -1.9184 0.9422 1.1371
H -2.5815 2.3030 -2.1986
H 0.2042 -0.2089 2.5546
H -0.9978 -1.4013 2.2818
H 0.5670 -1.9636 2.5226
```

## Properties
gap between HOMO and LUMO: 9.74 eV
2S+1: 1
SMILES: Cc1cccc(C(N)(N)S(=O)(=O)O)c1C
E_HOMO: -9.1 eV
energy above the lowest of the compared OMol25 structures with the same formula, charge and spin: 231.1 kJ/mol
LUMO energy: 0.59 eV